1.
C29H59Br2F4N2O10S2 | wB97M-V/def2-TZVPD

Each line ends with the Löwdin charge.
CARTESIAN COORDINATES (ANGSTROEM)
F  -3.494366  -1.238332  3.738693  0.019
C  -4.002009  -0.729015  2.497308  -0.140
F  -4.739260  -1.733617  1.823661  0.026
C  -2.733812  -0.297758  1.560265  -0.295
F  -1.589746  -0.432314  2.426988  0.036
F  -2.771111  1.077269  1.262498  0.044
C  -2.699012  -1.278089  0.317010  0.012
C  -3.327420  -0.850728  -1.028946  -0.464
Br  -4.269368  0.804111  -1.426253  0.837
C  -3.188591  -1.901375  -2.210907  -0.521
S  -3.869111  -1.478780  -3.896893  0.737
N  -2.546443  -3.143668  -2.084229  0.030
N  -2.065790  -3.459742  -0.883368  -0.422
S  -1.278671  -5.048023  -0.825038  0.910
C  -2.057218  -2.718629  0.343592  -0.049
C  -1.424164  -3.320951  1.702617  -0.138
C  0.187606  -3.295506  1.702703  -0.273
C  0.827976  -1.878447  1.321763  -0.603
Br  2.720794  -2.139126  0.750639  0.643
H  -4.669837  0.150980  2.768330  0.188
H  -2.760738  -1.757375  -4.717129  -0.072
H  -2.265125  -5.823401  -0.189159  -0.041
H  -1.714589  -4.429104  1.850480  0.116
H  -1.861238  -2.803466  2.637074  0.124
H  0.635064  -4.075025  0.980556  0.067
H  0.602007  -3.568755  2.744922  0.136
H  0.825279  -1.155593  2.219480  0.079
H  0.299887  -1.338382  0.469096  0.057
C  4.240392  1.476167  0.268198  -0.125
O  5.146717  0.441243  0.619729  -0.236
C  6.303782  0.423534  -0.214170  -0.196
C  7.503323  1.043268  0.493222  -0.199
O  7.320698  2.441514  0.695368  -0.190
C  6.951526  2.752438  2.033130  -0.100
H  3.496652  1.561390  1.061611  0.085
H  4.749668  2.436927  0.160890  0.086
H  3.730113  1.221783  -0.666222  0.083
H  6.106053  0.928781  -1.165630  0.126
H  6.526369  -0.625770  -0.430187  0.123
H  8.384975  0.926783  -0.144935  0.125
H  7.706509  0.533691  1.441045  0.126
H  7.817495  2.634058  2.691934  0.080
H  6.129546  2.122807  2.385359  0.083
H  6.630378  3.795282  2.065932  0.092
C  1.767720  -11.000061  -0.613163  -0.106
O  0.911317  -11.132807  -1.739918  -0.189
C  -0.451637  -10.863955  -1.424585  -0.196
C  -0.861567  -9.473297  -1.894977  -0.195
O  -0.191229  -8.454277  -1.152734  -0.225
C  0.891044  -7.881148  -1.878209  -0.122
H  2.799207  -11.014160  -0.966245  0.092
H  1.591818  -10.060680  -0.082906  0.081
H  1.618208  -11.842539  0.068349  0.091
H  -0.634757  -10.984720  -0.351477  0.127
H  -1.055372  -11.606252  -1.954563  0.127
H  -1.933627  -9.344451  -1.715148  0.122
H  -0.685898  -9.354607  -2.969097  0.129
H  0.500658  -7.236205  -2.672386  0.079
H  1.542096  -8.646010  -2.308883  0.090
H  1.478945  -7.269484  -1.190224  0.088
C  -5.144506  5.016956  -1.290636  -0.102
O  -4.993074  4.281954  -2.498059  -0.227
C  -5.595460  4.937367  -3.614422  -0.193
C  -4.547676  5.628362  -4.479266  -0.196
O  -3.950773  6.725777  -3.793841  -0.187
C  -2.660784  6.411964  -3.286816  -0.109
H  -4.493718  4.571623  -0.536536  0.085
H  -4.863824  6.064655  -1.420439  0.090
H  -6.180233  4.952132  -0.943748  0.078
H  -6.360141  5.647091  -3.282924  0.131
H  -6.089779  4.164778  -4.210529  0.119
H  -5.040689  6.037844  -5.366339  0.127
H  -3.786457  4.917186  -4.817665  0.124
H  -1.942413  6.362400  -4.111066  0.089
H  -2.658802  5.466761  -2.736552  0.079
H  -2.357142  7.211442  -2.608410  0.091
C  12.964545  4.592154  5.229379  -0.109
O  12.298769  4.120497  6.392832  -0.193
C  10.970818  4.625688  6.504148  -0.199
C  9.945480  3.576650  6.089921  -0.200
O  10.025758  3.294142  4.694799  -0.204
C  10.704415  2.073368  4.429562  -0.113
H  13.879382  4.012492  5.102252  0.089
H  12.346630  4.471747  4.336096  0.083
H  13.230889  5.645853  5.355167  0.088
H  10.852145  5.542713  5.917125  0.126
H  10.811200  4.876942  7.556887  0.124
H  8.942670  3.974042  6.276429  0.122
H  10.058419  2.662192  6.681663  0.126
H  10.062847  1.229134  4.702213  0.086
H  11.651797  2.008692  4.971376  0.085
H  10.910701  2.021834  3.358559  0.088
C  -12.047425  2.670622  -3.104366  -0.105
O  -11.145148  1.619193  -2.784933  -0.192
C  -9.996901  1.610791  -3.627712  -0.199
C  -8.786572  2.203773  -2.915545  -0.204
O  -8.954522  3.598898  -2.679303  -0.200
C  -9.310370  3.881611  -1.332503  -0.106
H  -12.783100  2.742924  -2.302875  0.091
H  -11.531449  3.629718  -3.193722  0.084
H  -12.567684  2.442444  -4.039209  0.090
H  -10.197542  2.139559  -4.565569  0.128
H  -9.785164  0.564836  -3.869632  0.123
H  -7.910294  2.094727  -3.563520  0.116
H  -8.580388  1.670576  -1.981047  0.123
H  -8.440084  3.739420  -0.683166  0.077
H  -10.135261  3.251663  -0.989069  0.087
H  -9.621206  4.926407  -1.273850  0.094

Atoms 1-6, force components in eV/Å:
-1.2 0.6 -2.9
0.1 -0.1 1.1
1.4 1.7 1.5
0.7 0.0 2.0
-2.0 0.1 -2.4
-0.2 -3.0 0.1

* charge: +1
* electronic energy: -227091.7108 eV
* gap between HOMO and LUMO: 4.870 eV

---

2.
C6H14N2S2 | wB97M-V/def2-TZVPD

Each line ends with the Löwdin charge.
CARTESIAN COORDINATES (ANGSTROEM)
S  -4.161795  1.279697  0.128187  0.599
C  -4.266030  -0.184336  -0.594809  -0.698
N  -3.138150  -0.928935  -0.747798  -0.175
N  -1.947074  -0.520705  -0.426294  -0.142
C  -1.089563  -1.604389  0.212158  -0.107
C  -1.836716  -0.663494  0.974333  -0.262
H  -5.210386  -0.786025  -0.798840  0.089
H  -3.077500  -1.584492  -1.566524  0.176
H  -1.525852  -2.526515  -0.067523  0.091
H  -0.006588  -1.459771  -0.082857  0.015
H  -1.294306  0.050910  1.780288  0.156
H  -2.688593  -1.217522  1.505910  0.132
C  1.349596  1.343984  0.170619  -0.155
C  2.438956  0.556874  -0.550021  -0.764
C  3.803532  1.215717  -0.378388  -0.166
S  2.335144  -1.231284  0.031461  0.690
H  0.403076  1.025146  0.069148  -0.019
H  1.693066  1.043002  1.307667  0.098
H  1.336187  2.552831  0.240105  0.133
H  2.236732  0.337209  -1.660393  0.106
H  4.647719  0.684755  -0.883564  0.074
H  3.707911  2.321717  -0.765812  0.113
H  4.142090  1.159938  0.683423  0.076
H  2.148543  -0.864307  1.419529  -0.062

Atoms 1-6, force components in eV/Å:
-0.7 0.0 -0.1
0.2 -0.6 0.7
-4.4 -3.3 -4.0
4.1 2.5 1.4
1.9 0.3 -3.0
0.2 0.6 6.4

* SMILES string: S=CNN1CC1.CC(C)S
* ΔE to the lowest compared entry with this formula, charge and spin: 4.105 eV
* charge: 0
* electronic energy: -31094.8162 eV
* gap between HOMO and LUMO: 8.952 eV

---

3.
CH4N2O2 | wB97M-V/def2-TZVPD

Each line ends with the Löwdin charge.
CARTESIAN COORDINATES (ANGSTROEM)
C  0.486735  0.746060  0.306193  -0.252
N  0.532077  -0.681797  0.371633  -0.011
N  -0.774948  -1.158769  -0.135769  -0.069
O  -1.556743  -0.093371  0.042436  -0.113
O  -0.758052  1.075743  -0.273617  -0.086
H  0.291641  1.213794  1.302475  0.129
H  1.221236  1.250189  -0.249528  0.111
H  1.384999  -0.948126  -0.114974  0.114
H  -0.826949  -1.403722  -1.248845  0.179

Atoms 1-6, force components in eV/Å:
-3.1 1.4 2.6
0.4 -0.6 -0.1
1.1 -1.3 -3.0
-0.8 0.5 1.1
-0.4 0.1 -2.2
1.4 -0.6 -0.1

* SMILES string: C1NNOO1
* ΔE to the lowest compared entry with this formula, charge and spin: 5.768 eV
* charge: 0
* electronic energy: -8170.9176 eV
* gap between HOMO and LUMO: 10.138 eV